(1)
18
Properties=species:S:1:pos:R:3 method="wB97M-V/def2-TZVPD" total_charge=0 largest_force_ev_per_a=3.970 relative_energy_kcal_mol=152.4
C -0.151 -1.779 -0.234
N -0.329 -0.482 0.393
C -0.968 0.480 -0.096
C 1.540 0.725 0.075
N -2.841 -0.483 0.283
N 1.457 2.032 -0.160
C 2.595 -0.066 0.195
N -1.210 1.667 -0.342
H -2.885 -1.495 0.164
H -3.111 -0.341 1.257
H 1.402 2.711 0.592
H 0.857 2.373 -0.910
H -2.206 1.806 -0.514
H -0.265 -2.552 0.524
H -0.852 -1.936 -1.053
H 0.860 -1.866 -0.637
H 2.526 -1.078 0.561
H 3.581 0.283 -0.099

(2)
11
Properties=species:S:1:pos:R:3 method="wB97M-V/def2-TZVPD" s_squared=2.008 spin_multiplicity=3 total_charge=+1 largest_force_ev_per_a=5.722 energy_ev=-33121.0466
C 0.303 -0.041 1.582
C 0.387 0.190 -1.619
P -0.544 -0.013 -0.065
S -1.979 1.639 0.052
S -1.001 -2.135 -0.003
H 1.041 -0.747 1.481
H -0.483 -0.451 2.200
H 0.604 0.957 1.946
H -0.267 -0.169 -2.272
H 1.285 -0.525 -1.596
H 0.655 1.295 -1.708